Record 1
{
  "formula": "C58H105ClNO13",
  "method": "ωB97M-V/def2-TZVPD",
  "symbols": ["C", "C", "C", "Cl", "N", "C", "C", "O", "C", "C", "O", "C", "C", "C", "C", "C", "C", "C", "C", "C", "C", "C", "C", "C", "C", "C", "C", "C", "C", "C", "C", "O", "C", "C", "O", "C", "O", "O", "H", "H", "H", "H", "H", "H", "H", "H", "H", "H", "H", "H", "H", "H", "H", "H", "H", "H", "H", "H", "H", "H", "H", "H", "H", "H", "H", "H", "H", "H", "H", "H", "H", "H", "H", "H", "H", "H", "H", "H", "H", "H", "H", "H", "H", "H", "H", "H", "H", "C", "C", "C", "O", "C", "H", "H", "H", "H", "H", "H", "H", "H", "C", "C", "C", "O", "C", "H", "H", "H", "H", "H", "H", "H", "H", "C", "C", "C", "O", "C", "H", "H", "H", "H", "H", "H", "H", "H", "C", "C", "C", "O", "C", "H", "H", "H", "H", "H", "H", "H", "H", "C", "C", "C", "O", "C", "H", "H", "H", "H", "H", "H", "H", "H", "C", "C", "C", "O", "C", "H", "H", "H", "H", "H", "H", "H", "H", "C", "C", "C", "O", "C", "H", "H", "H", "H", "H", "H", "H", "H"],
  "xyz": [[-5.10, 4.19, -2.45], [-5.43, 2.85, -3.22], [-6.06, 1.68, -2.30], [-6.59, 2.50, -0.70], [-5.15, 0.58, -2.09], [-3.82, 1.02, -1.61], [-2.77, 0.74, -2.79], [-1.78, 1.76, -2.91], [-0.77, 1.60, -1.89], [0.18, 0.38, -2.14], [-0.20, -0.83, -1.43], [0.18, -0.69, -0.08], [1.61, -0.79, 0.26], [2.05, -0.61, 1.63], [1.03, -0.35, 2.68], [1.59, -0.13, 4.14], [2.66, -1.31, 4.35], [0.50, -0.37, 5.26], [2.41, 1.21, 4.30], [1.71, 2.52, 3.75], [2.49, 3.75, 4.44], [1.93, 2.75, 2.18], [0.20, 2.70, 4.15], [-0.39, -0.29, 2.33], [-0.84, -0.47, 0.94], [-5.65, -0.43, -1.13], [-4.90, -1.84, -1.28], [-4.25, -2.15, 0.14], [-5.27, -2.85, 1.14], [-5.12, -2.32, 2.64], [-6.15, -1.18, 2.98], [-5.63, -0.25, 4.00], [-4.61, 0.53, 3.47], [-4.82, 1.54, 2.30], [-3.50, 0.42, 3.94], [-7.19, -0.75, -1.24], [-7.99, -0.70, -0.28], [-7.63, -1.15, -2.41], [-6.01, 4.80, -2.20], [-4.52, 4.84, -3.18], [-4.43, 4.07, -1.56], [-4.52, 2.51, -3.77], [-6.19, 3.12, -4.00], [-7.01, 1.38, -2.83], [-3.44, 0.40, -0.75], [-3.78, 2.08, -1.25], [-3.38, 0.75, -3.74], [-2.36, -0.30, -2.70], [-1.23, 1.63, -0.86], [-0.13, 2.53, -1.97], [0.15, 0.10, -3.25], [1.23, 0.72, -1.94], [2.32, -0.99, -0.57], [3.14, -0.67, 1.85], [2.20, -2.28, 4.01], [3.64, -1.09, 3.85], [2.88, -1.42, 5.45], [0.25, -1.46, 5.28], [-0.41, 0.26, 5.15], [0.99, -0.15, 6.26], [2.74, 1.40, 5.37], [3.36, 1.08, 3.70], [2.06, 4.67, 3.94], [3.59, 3.68, 4.21], [2.25, 3.79, 5.53], [2.79, 2.13, 1.78], [1.03, 2.39, 1.60], [2.07, 3.83, 1.91], [-0.52, 2.07, 3.58], [-0.07, 3.78, 3.94], [0.12, 2.50, 5.26], [-1.11, -0.08, 3.16], [-1.93, -0.38, 0.74], [-5.49, -0.02, -0.09], [-4.06, -1.78, -2.02], [-5.60, -2.66, -1.57], [-3.88, -1.23, 0.67], [-3.35, -2.83, 0.03], [-4.97, -3.94, 1.19], [-6.35, -2.73, 0.85], [-4.06, -2.03, 2.89], [-5.37, -3.19, 3.31], [-7.08, -1.62, 3.45], [-6.46, -0.65, 2.04], [-4.89, 2.61, 2.63], [-4.00, 1.44, 1.54], [-5.80, 1.30, 1.80], [-0.98, -3.39, -5.82], [0.22, -2.91, -6.60], [0.14, -1.41, -6.41], [-0.46, -1.18, -5.13], [-1.00, -2.42, -4.65], [-0.92, -4.43, -5.50], [-1.89, -3.27, -6.42], [1.14, -3.30, -6.15], [0.21, -3.21, -7.65], [-0.50, -0.94, -7.17], [1.13, -0.93, -6.45], [-0.36, -2.77, -3.83], [-2.00, -2.25, -4.26], [-0.39, 8.25, 6.38], [0.11, 8.72, 5.03], [0.86, 7.50, 4.53], [0.21, 6.36, 5.09], [-0.70, 6.79, 6.11], [-1.24, 8.81, 6.76], [0.42, 8.33, 7.12], [-0.74, 8.94, 4.38], [0.73, 9.62, 5.08], [1.90, 7.50, 4.87], [0.85, 7.43, 3.44], [-1.72, 6.67, 5.72], [-0.59, 6.16, 6.99], [3.95, -0.05, 9.19], [5.04, 1.00, 9.25], [4.64, 1.93, 8.12], [3.21, 1.87, 8.03], [2.73, 0.78, 8.82], [3.82, -0.60, 10.13], [4.16, -0.77, 8.40], [5.00, 1.53, 10.20], [6.04, 0.59, 9.13], [5.05, 1.59, 7.16], [4.95, 2.96, 8.29], [2.25, 1.20, 9.71], [1.99, 0.21, 8.26], [5.87, -5.99, 4.92], [4.70, -6.08, 5.88], [4.08, -4.70, 5.74], [4.33, -4.26, 4.40], [5.29, -5.14, 3.80], [6.23, -6.96, 4.57], [6.70, -5.47, 5.39], [3.99, -6.84, 5.54], [4.99, -6.32, 6.90], [4.55, -3.98, 6.42], [3.00, -4.70, 5.92], [4.77, -5.76, 3.06], [6.05, -4.56, 3.28], [1.77, -5.87, -10.72], [0.96, -5.29, -11.86], [0.11, -4.25, -11.15], [0.88, -3.79, -10.03], [2.01, -4.65, -9.85], [2.69, -6.36, -11.03], [1.17, -6.61, -10.17], [1.63, -4.80, -12.57], [0.37, -6.03, -12.40], [-0.81, -4.69, -10.76], [-0.15, -3.41, -11.79], [2.90, -4.10, -10.16], [2.11, -4.90, -8.79], [4.23, -3.86, -3.10], [3.44, -3.27, -4.26], [2.57, -2.25, -3.55], [3.31, -1.80, -2.41], [4.44, -2.65, -2.21], [5.17, -4.33, -3.40], [3.62, -4.61, -2.59], [4.13, -2.76, -4.95], [2.87, -4.01, -4.82], [1.64, -2.70, -3.19], [2.32, -1.40, -4.19], [5.33, -2.10, -2.50], [4.52, -2.92, -1.15], [-0.30, 2.86, -5.71], [-0.57, 3.75, -6.91], [0.63, 4.68, -6.89], [1.72, 3.94, -6.32], [1.21, 2.72, -5.75], [-0.82, 1.90, -5.75], [-0.61, 3.37, -4.79], [-0.56, 3.15, -7.83], [-1.52, 4.28, -6.86], [0.45, 5.55, -6.24], [0.90, 5.04, -7.88], [1.51, 1.89, -6.40], [1.64, 2.57, -4.77]],
  "charge": -1,
  "homo_lumo_gap_ev": 6.1
}

***

Record 2
{
  "formula": "C32H49ClNO2PPdS2",
  "method": "ωB97M-V/def2-TZVPD",
  "symbols": ["Pd", "P", "Cl", "C", "H", "H", "C", "C", "C", "H", "C", "H", "H", "C", "H", "H", "C", "H", "H", "C", "H", "H", "H", "H", "C", "C", "H", "C", "H", "H", "C", "H", "H", "C", "H", "H", "C", "H", "H", "H", "H", "C", "H", "C", "H", "H", "C", "H", "H", "C", "H", "H", "C", "H", "H", "H", "H", "C", "C", "H", "C", "H", "C", "H", "H", "C", "H", "H", "C", "H", "H", "H", "H", "O", "S", "O", "N", "C", "S", "C", "C", "C", "C", "C", "C", "H", "H", "H", "H"],
  "xyz": [[0.77, -0.61, 0.18], [-0.75, 0.69, -1.01], [-1.16, -2.12, 0.01], [1.68, -2.25, -0.78], [2.51, -1.88, -1.40], [0.92, -2.80, -1.34], [-2.41, 0.79, -0.16], [-0.91, -0.14, -2.68], [-3.37, 1.91, -0.55], [-2.85, -0.17, -0.47], [-4.75, 1.66, 0.09], [-2.99, 2.89, -0.22], [-3.50, 1.97, -1.64], [-4.68, 1.46, 1.61], [-5.42, 2.49, -0.15], [-5.18, 0.76, -0.38], [-3.61, 0.46, 2.04], [-4.48, 2.43, 2.09], [-5.66, 1.12, 1.97], [-2.25, 0.74, 1.37], [-3.49, 0.47, 3.13], [-3.92, -0.56, 1.76], [-1.86, 1.71, 1.73], [-1.54, -0.05, 1.67], [-0.19, 2.44, -1.35], [0.29, 0.17, -3.58], [-0.91, -1.22, -2.42], [0.20, -0.57, -4.93], [0.33, 1.25, -3.78], [1.23, -0.09, -3.08], [-1.15, -0.38, -5.63], [1.01, -0.21, -5.57], [0.39, -1.64, -4.76], [-2.36, -0.57, -4.71], [-1.19, 0.62, -6.09], [-1.22, -1.10, -6.46], [-2.23, 0.18, -3.38], [-3.27, -0.24, -5.22], [-2.49, -1.64, -4.49], [-2.30, 1.26, -3.57], [-3.09, -0.07, -2.73], [-0.13, 3.27, -0.06], [0.84, 2.30, -1.72], [0.57, 4.61, -0.31], [-1.14, 3.44, 0.33], [0.43, 2.73, 0.72], [-0.06, 5.40, -1.47], [0.53, 5.21, 0.61], [1.63, 4.43, -0.53], [-0.29, 4.55, -2.72], [-1.00, 5.85, -1.14], [0.60, 6.24, -1.72], [-0.96, 3.21, -2.43], [-0.91, 5.11, -3.44], [0.67, 4.36, -3.21], [-2.00, 3.37, -2.10], [-1.01, 2.63, -3.37], [1.52, 0.65, 1.84], [2.38, 0.78, 0.72], [0.64, 1.30, 1.93], [3.81, 0.29, 0.73], [2.14, 1.53, -0.04], [4.09, -0.67, 1.90], [4.04, -0.21, -0.22], [4.50, 1.14, 0.83], [3.51, -0.18, 3.23], [3.62, -1.64, 1.65], [5.17, -0.86, 2.00], [1.98, 0.02, 3.13], [3.75, -0.88, 4.04], [3.99, 0.77, 3.49], [1.46, -0.94, 3.28], [1.66, 0.65, 3.98], [-1.41, -5.07, 3.24], [-0.40, -4.13, 3.62], [-0.61, -3.25, 4.75], [0.13, -3.19, 2.21], [1.32, -3.57, 1.82], [2.37, -3.19, 0.49], [2.03, -4.50, 2.71], [3.40, -4.82, 2.70], [3.87, -5.66, 3.71], [2.98, -6.17, 4.69], [1.64, -5.79, 4.72], [1.19, -4.91, 3.74], [4.08, -4.40, 1.95], [4.92, -5.93, 3.72], [3.35, -6.87, 5.43], [0.93, -6.13, 5.47]],
  "multiplicity": 5,
  "de_lowest_kcal_mol": 0.0,
  "homo_lumo_gap_ev": [5.8, 5.7]
}